A molecular structure, C36H35CsI2N12O4S5 in a non-equilibrium geometry, computed with ωB97M-V with the def2-TZVPD basis set.

Values from the calculation:
molecular weight = 1246.80 Da
HOMO level = -2.10 eV
LUMO = 3.37 eV
total charge = -2
DFT total energy = -134901.394 eV

Cartesian coordinates (Å):
Cs (-0.45772, -0.18349, 0.01876)
C (4.23314, 1.73272, 0.39656)
C (3.03887, 1.27143, -0.44588)
O (2.00117, 0.94082, 0.14464)
C (3.26920, 1.24849, -1.85816)
C (2.34454, 0.83924, -2.85344)
C (2.85017, 0.83791, -4.27807)
N (1.11943, 0.46247, -2.55606)
N (0.35787, 0.18398, -3.68274)
C (-0.72279, -0.46120, -3.49207)
O (-1.16963, -0.95429, -2.30062)
C (-1.61005, -0.72657, -4.67425)
C (-2.97468, -0.89816, -4.46309)
C (-3.83716, -1.12867, -5.53163)
C (-3.33941, -1.20194, -6.82622)
C (-1.97206, -1.04433, -7.04064)
C (-1.11471, -0.81015, -5.97266)
H (3.98043, 1.66432, 1.45629)
H (4.48684, 2.76927, 0.14464)
H (5.11209, 1.11723, 0.18862)
H (4.26536, 1.51973, -2.19415)
H (3.77581, 1.41335, -4.35128)
H (2.10205, 1.22932, -4.96500)
H (3.05669, -0.18794, -4.59806)
H (-3.34870, -0.86044, -3.44665)
H (-4.89796, -1.26048, -5.34800)
H (-4.00641, -1.39307, -7.65923)
H (-1.57062, -1.11758, -8.04519)
H (-0.04977, -0.68775, -6.12379)
N (1.61979, 3.71047, -3.12439)
C (0.91340, 3.94331, -1.95327)
N (1.47207, 3.99166, -0.78855)
C (0.50700, 4.11560, 0.20122)
C (-0.76741, 4.23226, -0.21619)
S (-0.81355, 4.15669, -1.93893)
C (0.94219, 4.07988, 1.60656)
C (2.22956, 4.01563, 1.99453)
S (2.30773, 3.89902, 3.71091)
C (0.57888, 3.94823, 3.77100)
N (-0.00864, 4.04839, 2.62513)
N (-0.10227, 3.93490, 4.98422)
H (2.44030, 3.15479, -2.89578)
H (1.06590, 3.24399, -3.82759)
H (-1.65917, 4.32629, 0.38541)
H (3.10383, 3.96100, 1.36167)
H (0.34840, 3.38752, 5.69952)
H (-1.06785, 3.66787, 4.85835)
N (-0.16587, -6.32616, 2.29150)
C (-0.96988, -5.17336, 2.36266)
C (-1.45584, -4.60659, 1.18851)
C (-2.25095, -3.48410, 1.23476)
C (-2.57912, -2.90827, 2.45321)
C (-2.12166, -3.47306, 3.63412)
C (-1.31574, -4.60570, 3.58566)
S (-3.59001, -1.48094, 2.47695)
O (-3.56403, -1.01809, 3.85380)
O (-4.90973, -1.81836, 1.97503)
N (-2.77052, -0.61911, 1.39287)
C (-3.21084, 0.64900, 1.14663)
N (-2.89772, 1.17890, -0.06977)
C (-3.41857, 2.36624, -0.35031)
C (-4.19984, 3.10532, 0.51884)
C (-4.40058, 2.52034, 1.75997)
N (-3.92735, 1.33277, 2.09329)
H (0.25119, -6.47629, 1.38478)
H (0.50915, -6.40671, 3.03300)
H (-1.19072, -5.03826, 0.23272)
H (-2.61451, -3.04187, 0.31686)
H (-2.37484, -3.00614, 4.57810)
H (-0.93950, -5.04472, 4.50485)
H (-3.20631, 2.74302, -1.34744)
H (-4.61167, 4.06962, 0.25053)
H (-4.97743, 3.03709, 2.52511)
C (2.67140, -2.66210, -1.54089)
C (3.07319, -2.19528, -0.17381)
N (2.26957, -1.89410, 0.80129)
C (2.97795, -1.43707, 1.90004)
C (4.32527, -1.43216, 1.76276)
S (4.74836, -1.97851, 0.20444)
C (2.26150, -0.89919, 3.08313)
C (2.84040, -0.62311, 4.27851)
S (1.69240, 0.09337, 5.32095)
C (0.48237, -0.03859, 4.08679)
N (0.91450, -0.58036, 2.99057)
C (-0.89961, 0.49030, 4.30586)
H (2.08584, -1.87867, -2.03046)
H (2.05606, -3.55984, -1.47740)
H (3.54906, -2.87546, -2.15475)
H (5.06408, -1.06593, 2.45988)
H (3.86117, -0.80276, 4.58386)
H (-1.00962, 0.89897, 5.31269)
H (-1.64895, -0.28609, 4.17380)
H (-1.12259, 1.27236, 3.57121)
I (-0.92991, -3.09230, -2.25559)
I (-0.39170, -6.05978, -2.32557)

Forces on atoms 1 to 6 (eV/Å):
1.7 0.0 1.1
0.0 0.1 0.0
0.1 0.0 -0.4
0.8 0.5 0.0
-0.2 -0.2 0.3
0.0 -0.2 0.4

What are the Mulliken partial charges on each atom? They are as follows, in elementary charge units: 1.69 -2.32 1.56 0.02 -1.41 0.22 -1.52 1.56 -0.88 -1.01 -0.62 0.62 0.02 -0.74 -0.35 -0.64 -0.34 0.22 0.48 0.39 -0.07 0.40 0.34 0.33 0.48 0.37 0.36 0.36 0.42 -0.62 0.45 -0.42 -0.49 0.07 -0.24 -0.46 0.10 -0.28 0.48 -0.60 -0.54 0.38 0.35 0.64 0.54 0.30 0.33 -0.61 0.91 -0.19 -0.41 -0.38 -0.30 -0.75 1.21 -0.75 -0.81 -0.05 -0.02 -0.04 -0.57 -0.96 -0.34 -0.54 0.24 0.21 -0.29 0.61 0.46 0.28 0.75 0.38 0.41 -0.57 0.68 -0.14 0.12 -0.61 -0.34 -0.50 -0.34 -0.33 0.50 0.40 -0.10 -0.08 0.11 0.38 0.39 0.44 0.50 -0.33 -0.21 0.23 -0.59